# 1
DFT (ωB97M-V/def2-TZVPD) results for a structure of composition C3H3N3O2 in a non-equilibrium geometry.

Results
Gap between HOMO and LUMO in eV: 7.62

```
! wB97M-V def2-TZVPD RIJCOSX def2/J DEFGRID3
* xyz 0 1
C 0.0943 -0.0151 -0.5041
C -0.7650 0.9305 1.4807
C -0.7477 -0.2680 0.7998
H 0.5953 -2.3033 -2.6158
H 1.5442 1.6709 -0.2843
H -1.2848 1.1902 2.2910
N 0.6631 -0.7616 -1.4155
N 0.5333 1.2343 -0.2216
N -0.0125 1.7740 0.9679
O 0.6206 -2.0712 -1.4179
O -1.2409 -1.3807 0.9199
*
```

Mulliken atomic charge list, values in e, 4 entries: 0.33, -0.62, 0.87, 0.41



# 2
DFT (ωB97M-V/def2-TZVPD) results for an isolated molecule of C3H3N3S in a non-equilibrium geometry.

Results
Gap between HOMO and LUMO in eV: 7.75

```
! wB97M-V def2-TZVPD RIJCOSX def2/J DEFGRID3
* xyz 0 1
H 0.5003 2.6937 -0.3501
N -0.2009 2.1018 -0.8601
C -0.2540 0.9188 -0.4308
N -0.9965 -0.1238 -1.0867
C -0.5477 -1.2738 -0.7064
C 0.3209 -1.0692 0.5438
S 0.9633 -2.1356 1.6411
N 0.3946 0.2864 0.6742
H -0.9183 -2.2038 -0.9948
H 0.7382 0.8057 1.5699
*
```

Mulliken atomic charge list, values in e, 4 entries: 0.25, -0.55, 0.38, -0.43



# 3
DFT (ωB97M-V/def2-TZVPD) results for an isolated molecule of C3H3N3S in a non-equilibrium geometry.

Results
Gap between HOMO and LUMO in eV: 6.93

```
! wB97M-V def2-TZVPD RIJCOSX def2/J DEFGRID3
* xyz 0 1
S -3.1753 -0.0497 -0.1414
N -2.0043 -1.0477 0.1154
C -0.6919 -0.6221 0.0888
C -0.3382 0.7231 0.1016
N 0.9955 0.7101 -0.1329
C 1.4914 -0.6414 -0.1072
N 0.4307 -1.4456 -0.0337
H -0.8822 1.6908 0.4735
H 1.6006 1.5955 -0.0440
H 2.5737 -0.9133 -0.3200
*
```

Mulliken atomic charge list, values in e, 4 entries: -0.13, -0.32, 0.47, -0.14